No. 1
Entry from the OMol25 dataset: 2 unconnected molecules or ions with the total composition C2H4BrNO (wB97M-V/def2-TZVPD).

Last column: natural (NBO) charge in e.
Element x y z (Å)
1 N -0.0940 -0.2645 -1.2331  -0.521
2 O -1.3992 -0.9782 2.6275  -0.780
3 H 1.3918 0.7669 -0.2496  0.218
4 H -0.7561 -1.1023 1.9123  0.483
5 C 1.1234 0.4425 -1.1921  -0.414
6 H 0.9924 1.3936 -1.6751  0.223
7 Br -2.0010 0.7049 2.4765  0.299
8 C -1.0991 -0.8629 -1.1014  0.280
9 H 1.8415 -0.1000 -1.5651  0.213

Computed properties:
LUMO level = -0.102 eV
Gap between HOMO and LUMO = 9.85 eV

---

No. 2
Entry from the OMol25 dataset: 2 unconnected molecules or ions with the total composition C2H4BrNO2 (wB97M-V/def2-TZVPD).

Last column: natural (NBO) charge in e.
Element x y z (Å)
1 H -0.1778 -1.1307 -0.3773  0.261
2 H -0.2086 -0.2082 1.1542  0.281
3 C -0.6862 0.8219 -0.6703  0.236
4 H -0.7981 0.5648 -1.6925  0.245
5 C 0.0702 -0.1756 0.1219  -0.735
6 O -1.1604 2.0578 1.1757  -0.329
7 O -1.0364 2.9939 -0.7529  -0.323
8 H 1.2092 -0.0078 0.3033  0.271
9 N -1.0233 2.0142 -0.0371  0.421
10 Br -3.2616 -0.2303 0.1179  -0.329

Computed properties:
LUMO level (spin up / spin down) = -3.515 / -3.519 eV
Gap between HOMO and LUMO (spin up / spin down) = 6.46 / 6.46 eV

---

No. 3
Entry from the OMol25 dataset: a single C2H4BrNO2 molecule (wB97M-V/def2-TZVPD).

Last column: natural (NBO) charge in e.
Element x y z (Å)
1 C 1.2158 0.6497 1.5469  0.538
2 C -0.5394 -0.6165 -1.5177  -0.285
3 N 0.0587 0.3199 0.4786  -0.243
4 H 2.1881 0.5349 1.1750  0.152
5 H 0.1543 -0.1727 -2.2678  0.196
6 O 0.8889 1.2447 2.5301  -0.481
7 Br -1.6580 0.4193 1.4796  0.079
8 O 0.1533 -0.8192 -0.2414  -0.374
9 H -1.4645 0.0529 -1.3298  0.210
10 H -0.9972 -1.6129 -1.8536  0.207

Computed properties:
LUMO level = -0.052 eV
SMILES = CON(Br)C=O
Gap between HOMO and LUMO = 9.39 eV

---

No. 4
Entry from the OMol25 dataset: a molecular structure, C2H4BrNO3 (wB97M-V/def2-TZVPD).

Last column: natural (NBO) charge in e.
Element x y z (Å)
1 Br -0.4445 -0.5572 2.2657  0.162
2 H -0.8440 1.3816 -0.9644  0.254
3 H -1.1635 2.1853 0.6181  0.251
4 C -1.1232 1.2220 0.0535  -0.680
5 H -2.0877 0.7051 0.1732  0.246
6 H 0.9698 0.6164 0.5690  0.234
7 O 0.1681 -1.0461 -0.3203  -0.464
8 O 2.3234 -1.2384 -0.4308  -0.403
9 N 1.2711 -1.5014 -0.8835  0.736
10 C -0.0630 0.4221 0.7415  0.045
11 O 0.9935 -2.1893 -1.8220  -0.381

Computed properties:
LUMO level = 0.023 eV
Gap between HOMO and LUMO = 10.28 eV

---

No. 5
Entry from the OMol25 dataset: 2 unconnected molecules or ions with the total composition C2H4BrNO3 (wB97M-V/def2-TZVPD).

Last column: natural (NBO) charge in e.
Element x y z (Å)
1 O 0.8199 -0.7866 -1.6595  -0.313
2 O -0.9121 -1.3025 -0.3371  -0.074
3 Br -1.8964 0.6352 1.6646  0.079
4 H 0.0738 -0.7891 1.7353  0.199
5 H 0.2789 1.4905 -0.3402  0.223
6 H 0.9862 1.4344 1.4056  0.241
7 N -0.3655 -1.1004 -1.5648  0.665
8 C 0.7088 0.9578 0.4483  -0.705
9 H 1.6594 0.6372 0.0230  0.245
10 C -0.2444 0.0487 1.1426  -0.286
11 O -1.1087 -1.2252 -2.5179  -0.273

Computed properties:
LUMO level (spin up / spin down) = -0.578 / -4.505 eV
Multiplicity = 3
⟨S²⟩ = 2.01
Gap between HOMO and LUMO (spin up / spin down) = 6.54 / 6.00 eV

---

No. 6
Entry from the OMol25 dataset: a molecular structure, C2H4Cl2FeI2O12S (wB97M-V/def2-TZVPD).

Last column: natural (NBO) charge in e.
Element x y z (Å)
1 H -4.7527 -1.4663 -1.4680  0.181
2 O 4.8651 3.0521 2.3747  -0.871
3 I 0.9443 -1.6547 2.4521  -0.719
4 H -5.1025 -0.1975 0.6733  0.189
5 H -4.5444 -2.7960 -0.4077  0.201
6 Cl 2.4763 0.0830 -2.0279  2.617
7 H -4.0303 -1.2386 1.5874  0.199
8 O -2.4863 0.2994 -2.2119  -0.882
9 O 5.0976 0.7822 2.7148  -0.909
10 O 2.3108 -1.1027 -1.3002  -0.907
11 C -4.1501 -0.7261 0.6329  -0.085
12 C -4.2201 -1.7674 -0.5659  -0.112
13 Cl 4.7298 1.7603 1.7724  2.609
14 O 1.8131 -0.0216 -3.2572  -0.856
15 S -2.1329 -0.4194 -0.9629  2.453
16 O 3.8865 0.2982 -2.1747  -0.857
17 O -3.0298 0.1136 0.3355  -0.648
18 O 1.9574 1.1077 -1.1769  -0.936
19 O 3.3875 1.4118 1.5263  -0.947
20 O 5.5842 1.6536 0.6077  -0.849
21 O -0.7164 -0.5206 -0.6906  -0.830
22 I -0.2409 2.7566 1.5721  -0.774
23 Fe 1.2581 0.5165 1.0043  1.396
24 O -2.9044 -1.9243 -1.0098  -0.663

Computed properties:
LUMO level (spin up / spin down) = 3.797 / 3.796 eV
Multiplicity = 5
Charge = -2
⟨S²⟩ = 6.01
Gap between HOMO and LUMO (spin up / spin down) = 6.78 / 6.76 eV

---

Taking the records one at a time from the top gives DFT total energy values of -75715.627 -77760.590 -77762.626 -79808.295 -79804.441 -113165.500 eV.
Taking the records one at a time from the top gives max |F| values of 5.3 4.9 4.7 3.9 4.5 4.3 eV/A.